Entry from the Open Molecules 2025 dataset: C9H15N2P in the gas phase in a non-equilibrium geometry (wB97M-V/def2-TZVPD).

The geometry in ORCA input format:
```
! wB97M-V def2-TZVPD RIJCOSX def2/J DEFGRID3
* xyz 0 1
C -0.795 -1.970 0.372
C 1.236 0.909 -1.995
C -0.353 -0.857 -0.259
C -1.207 -2.034 1.805
C -0.696 -0.814 2.561
C -1.083 0.435 1.783
C -0.338 0.481 0.447
C 0.790 -0.724 -3.677
C 1.144 2.881 0.722
N -0.047 -1.033 -1.575
N 0.675 -0.221 -2.301
P 1.436 1.052 0.683
H -0.864 -2.883 -0.199
H 2.014 1.302 -2.629
H -2.301 -2.079 1.876
H -0.821 -2.956 2.251
H -1.109 -0.780 3.571
H 0.394 -0.868 2.638
H -2.161 0.424 1.599
H -0.853 1.333 2.363
H -0.807 1.220 -0.212
H 0.071 -1.530 -3.797
H 1.799 -1.105 -3.848
H 0.584 0.074 -4.390
H 2.091 3.390 0.554
H 0.766 3.176 1.702
H 0.434 3.177 -0.047
*
```

Values from the calculation:
Energy relative to the best compared isomer or geometry (same formula, charge and spin) = 237.71 kJ/mol
Energy = -802.6165 Eh
LUMO level (spin up / spin down) = -0.020 / -0.023 hartree

=====

Entry from the Open Molecules 2025 dataset: an isolated ion of composition C9H15N4O and charge +1 in a non-equilibrium geometry (wB97M-V/def2-TZVPD).

The geometry in ORCA input format:
```
! wB97M-V def2-TZVPD RIJCOSX def2/J DEFGRID3
* xyz 1 1
C 4.283 1.161 -0.328
C 2.833 1.051 -0.024
C 1.822 0.786 -0.994
C 2.168 -0.349 0.029
C 1.221 -0.812 1.177
C 0.083 -1.785 0.702
C -1.001 -1.032 0.127
N -2.152 -0.747 0.810
C -2.944 -0.104 -0.174
C -4.193 0.479 0.368
N -5.173 0.804 -0.433
O -4.356 0.490 1.572
N -2.339 0.037 -1.291
N -1.126 -0.549 -1.138
H 4.481 1.383 -1.438
H 4.730 0.211 -0.191
H 4.716 1.900 0.246
H 2.621 1.753 0.725
H 2.083 0.699 -2.052
H 0.858 1.289 -0.970
H 2.764 -1.130 -0.520
H 0.731 0.059 1.641
H 1.967 -1.328 1.835
H -0.283 -2.294 1.655
H 0.488 -2.519 0.084
H -2.669 -0.836 1.769
H -5.209 0.623 -1.416
H -5.984 1.181 0.110
H -0.418 -0.420 -1.881
*
```

Values from the calculation:
Structure (SMILES) = C[C@H]1C[C@@H]1CCc1[nH]c(C(N)=O)n[nH+]1
Energy relative to the best compared isomer or geometry (same formula, charge and spin) = 0.00 kJ/mol
Energy = -645.9238 Eh
LUMO level = -0.129 hartree

=====

Entry from the Open Molecules 2025 dataset: C9H15NO in the gas phase in a non-equilibrium geometry (wB97M-V/def2-TZVPD).

The geometry in ORCA input format:
```
! wB97M-V def2-TZVPD RIJCOSX def2/J DEFGRID3
* xyz 0 1
C -1.277 1.700 0.668
C -1.532 0.691 -0.170
C -2.224 0.917 -1.428
C -1.118 -0.792 0.042
C -1.949 -1.341 1.258
C 0.349 -0.821 0.399
C 1.281 -0.242 -0.732
C 2.725 -0.431 -0.320
O 3.439 -1.626 -0.659
C 3.318 0.634 0.094
N 3.665 1.661 0.709
H -1.586 2.648 0.410
H -0.742 1.819 1.627
H -2.622 1.949 -1.702
H -3.045 0.301 -1.383
H -1.653 0.654 -2.212
H -1.231 -1.294 -0.822
H -1.329 -2.076 1.851
H -2.750 -1.992 0.712
H -2.371 -0.572 1.946
H 0.534 -1.914 0.510
H 0.660 -0.119 1.317
H 1.341 -0.848 -1.726
H 0.956 0.725 -0.801
H 3.160 -2.133 0.098
H 3.999 2.500 0.314
*
```

Values from the calculation:
Structure (SMILES) = C=C(C)[C@H](C)CCC(O)=C=N
Energy relative to the best compared isomer or geometry (same formula, charge and spin) = 461.77 kJ/mol
Energy = -481.7668 Eh
LUMO level = 0.029 hartree

=====

Entry from the Open Molecules 2025 dataset: C9H15NO2Si in the gas phase in a non-equilibrium geometry (wB97M-V/def2-TZVPD).

The geometry in ORCA input format:
```
! wB97M-V def2-TZVPD RIJCOSX def2/J DEFGRID3
* xyz 0 1
C 2.548 1.514 -0.548
Si 1.567 -0.159 -0.351
C 2.577 -1.388 -1.578
C 1.840 -0.942 1.474
C -0.178 0.259 -0.957
C -1.409 -0.121 0.437
N -2.724 0.158 0.221
C -3.682 0.240 1.227
O -3.255 0.117 2.503
C -4.885 0.520 0.684
C -4.695 0.546 -0.710
C -3.430 0.307 -0.956
O -2.833 0.187 -2.176
H 2.771 1.733 -1.646
H 2.030 2.382 -0.254
H 3.426 1.493 0.022
H 2.989 -2.274 -1.112
H 2.013 -1.639 -2.567
H 3.487 -0.873 -1.816
H 2.812 -1.465 1.588
H 1.779 -0.104 2.217
H 1.099 -1.688 1.930
H -0.570 -0.082 -1.835
H -0.919 0.128 1.444
H -3.978 0.372 3.013
H -5.768 0.670 1.137
H -5.447 0.803 -1.420
H -3.417 0.572 -2.836
*
```

Values from the calculation:
Structure (SMILES) = C[Si](C)(C)/C=C/n1c(O)ccc1O
Energy relative to the best compared isomer or geometry (same formula, charge and spin) = 404.47 kJ/mol
Energy = -846.4652 Eh
LUMO level (spin up / spin down) = -0.017 / -0.017 hartree

=====

Entry from the Open Molecules 2025 dataset: a 2-piece molecular cluster, C9H15NO3 overall in a non-equilibrium geometry (wB97M-V/def2-TZVPD).

The geometry in ORCA input format:
```
! wB97M-V def2-TZVPD RIJCOSX def2/J DEFGRID3
* xyz 0 1
C -2.700 -1.790 -0.845
C -1.993 -0.682 -0.293
C -2.484 0.583 -0.310
C -1.611 1.783 0.053
O -0.486 1.454 0.776
C 0.242 0.432 0.149
C 1.551 0.310 0.967
C 2.586 1.293 0.573
N 3.381 1.786 1.348
O 3.561 1.077 2.537
C -0.589 -0.864 0.198
H -2.844 -2.682 -0.175
H -1.987 -2.163 -1.602
H -3.688 -1.658 -1.171
H -3.422 0.981 -0.733
H -1.365 2.269 -0.877
H -2.211 2.559 0.626
H 0.473 0.604 -0.989
H 1.357 0.578 1.995
H 1.970 -0.696 0.726
H 2.453 1.722 -0.387
H 3.964 1.752 3.182
H -0.521 -1.270 1.194
H -0.133 -1.699 -0.357
C 4.695 -0.995 -0.891
O 4.028 -1.239 -1.831
H 5.629 -1.402 -0.468
H 4.423 -0.064 -0.176
*
```

Values from the calculation:
Structure (SMILES) = CC1=CCO[C@@H](C/C=N\O)C1.C=O
Energy relative to the best compared isomer or geometry (same formula, charge and spin) = 586.47 kJ/mol
Energy = -632.2435 Eh
LUMO level = 0.030 hartree

=====

Entry from the Open Molecules 2025 dataset: a 2-piece molecular cluster, C9H15NSSi overall in a non-equilibrium geometry (wB97M-V/def2-TZVPD).

The geometry in ORCA input format:
```
! wB97M-V def2-TZVPD RIJCOSX def2/J DEFGRID3
* xyz 0 1
C 2.058 1.514 -1.403
C 2.119 2.674 -2.120
C 1.122 0.935 -3.404
C 1.459 0.485 -2.137
C 1.000 -1.350 -0.802
C 0.904 -1.236 1.819
C -1.863 -0.106 2.936
C -1.800 -2.119 0.666
C -1.066 0.987 0.495
N 1.198 -0.803 -1.877
Si -0.831 -0.685 1.388
S 1.312 2.547 -3.634
H 2.704 1.411 -0.548
H 2.280 3.703 -1.856
H 0.683 0.264 -4.234
H 1.247 -2.160 1.990
H 1.088 -2.459 -0.836
H 1.753 -0.637 1.372
H -2.965 0.378 2.771
H -2.029 -0.915 3.583
H -1.330 0.699 3.452
H -1.223 -2.498 -0.233
H -1.947 -2.922 1.358
H -2.678 -1.789 0.292
H -2.003 1.497 0.377
H -0.480 1.606 1.127
H -0.713 0.980 -0.542
*
```

Values from the calculation:
Energy relative to the best compared isomer or geometry (same formula, charge and spin) = 476.25 kJ/mol
Energy = -1094.1699 Eh
LUMO level (spin up / spin down) = -0.016 / -0.006 hartree